Entry 1:
The following is a DFT calculation (ωB97M-V with the def2-TZVPD basis set) of the molecule C2H7N5O.

Its spin multiplicity is 1. The SMILES is N/N=C\N(O)/C=N\N. Its lowest unoccupied orbital energy is 0.5972 eV. The charge is 0. The value obtained for the relative energy (zero: lowest compared OMol25 entry of this formula, charge and spin) is 160.0 kcal/mol. As for the gap between HOMO and LUMO: 9.136 eV. As for the electronic energy: -11678.270 eV.

Geometry (Å):
C (-1.3371, 0.9830, 0.1958)
C (1.2259, 1.0311, -0.0658)
H (-1.6433, -1.2239, -0.2112)
H (-3.4887, -1.2258, 0.2204)
H (-0.9334, 2.2106, 0.0412)
H (0.5970, -1.5401, -0.3213)
H (0.9828, 2.0281, -0.0833)
H (3.0335, -1.3313, 0.9521)
H (3.2162, -1.0078, -0.8367)
N (-2.5942, -0.8837, -0.2531)
N (-2.5510, 0.4572, 0.1140)
N (-0.0814, 0.3043, -0.3366)
N (2.4733, 0.6275, 0.0552)
N (2.5599, -0.8962, -0.0675)
O (0.0322, -0.9072, 0.3593)

Atoms 1-3, force components in eV/Å:
1.1 2.3 -2.9
0.2 -3.4 -0.5
-0.5 -1.5 0.6

Atom charges from the natural (NBO) analysis, given in e for atoms 1 to 6: number 1, C, carries 0.12; number 2, C, carries 0.26; number 3, H, carries 0.39; number 4, H, carries 0.39; number 5, H, carries 0.18; number 6, H, carries 0.51

=====

Entry 2:
The following is a DFT calculation (ωB97M-V with the def2-TZVPD basis set) of a structure of composition C5H9CrO3.

Its spin multiplicity is 6. Its lowest unoccupied orbital energy (alpha / beta) is -1.5223 / -1.6559 eV. The charge is 0. The value obtained for the relative energy (zero: lowest compared OMol25 entry of this formula, charge and spin) is 59.2 kcal/mol. As for the gap between HOMO and LUMO (alpha / beta): 2.871 / 2.841 eV. As for the electronic energy: -39887.125 eV.

Geometry (Å):
O (0.3022, -0.8893, -0.8181)
Cr (1.5807, -3.3517, 0.1440)
O (0.3644, -1.9861, 1.0603)
C (0.1302, -0.8926, 0.5074)
C (0.6454, 0.3361, -1.4969)
C (0.7233, 0.0587, -2.9765)
H (-0.1269, 1.0824, -1.2707)
H (1.6059, 0.6917, -1.1014)
H (-0.2482, -0.2701, -3.3679)
H (1.0121, 0.9839, -3.4928)
H (1.4748, -0.7112, -3.1946)
O (-0.9024, -0.1168, 0.8653)
C (-0.6191, 0.5671, 2.0836)
C (-1.8161, 0.9636, 2.7734)
H (0.2754, -0.2610, 2.3924)
H (-2.7880, 0.8956, 2.2827)
H (-1.7325, 1.5322, 3.6984)
H (0.1187, 1.3675, 1.9114)

Atoms 1-3, force components in eV/Å:
1.4 0.1 -0.7
-0.4 0.3 0.2
1.2 -0.9 0.3

Atom charges from the natural (NBO) analysis, given in e for atoms 1 to 6: number 1, O, carries -0.54; number 2, Cr, carries 0.72; number 3, O, carries -0.76; number 4, C, carries 0.96; number 5, C, carries -0.07; number 6, C, carries -0.63

=====

Entry 3:
The following is a DFT calculation (ωB97M-V with the def2-TZVPD basis set) of a structure of composition C6H19BNSn.

Its spin multiplicity is 1. Its lowest unoccupied orbital energy is -6.7496 eV. The charge is +1. The value obtained for the relative energy (zero: lowest compared OMol25 entry of this formula, charge and spin) is 12.9 kcal/mol. As for the gap between HOMO and LUMO: 6.504 eV. As for the electronic energy: -14517.000 eV.

Geometry (Å):
Sn (-1.7301, -1.4604, -1.9215)
B (-1.8598, 1.3589, -2.7716)
H (-1.9459, 1.6337, -1.6725)
H (-1.8864, 2.2626, -3.4501)
H (-0.8780, 0.7788, -2.8963)
H (-2.7114, 0.6612, -3.1074)
C (1.4827, 0.4378, -1.6768)
C (1.5622, -0.4044, -0.3986)
N (0.2743, -0.5265, 0.3197)
C (-0.0975, 0.7738, 0.9092)
C (-1.5312, 0.7435, 1.4255)
C (0.3480, -1.6548, 1.2692)
C (1.1190, -1.3779, 2.5604)
H (2.5094, 0.4535, -2.0459)
H (1.1520, 1.4614, -1.5251)
H (0.8891, -0.0960, -2.4179)
H (1.9504, -1.3855, -0.6745)
H (2.2869, 0.0055, 0.3100)
H (0.5177, 0.8852, 1.8049)
H (0.0386, 1.6326, 0.2575)
H (-1.5369, -0.0029, 2.2215)
H (-1.8334, 1.6869, 1.8776)
H (-2.2719, 0.4948, 0.6625)
H (0.8056, -2.4574, 0.6901)
H (-0.6565, -2.0137, 1.5003)
H (2.0081, -0.7687, 2.3935)
H (1.4212, -2.3088, 3.0383)
H (0.5738, -0.8134, 3.3180)

Atoms 1-3, force components in eV/Å:
0.8 3.6 0.0
-0.1 -1.3 1.2
-0.2 0.4 2.1

Atom charges from the natural (NBO) analysis, given in e for atoms 1 to 6: number 1, Sn, carries 1.53; number 2, B, carries -0.82; number 3, H, carries 0.01; number 4, H, carries 0.13; number 5, H, carries -0.03; number 6, H, carries -0.01

=====

Entry 4:
The following is a DFT calculation (ωB97M-V with the def2-TZVPD basis set) of a cluster of 2 separate species, C2H6O2 in total.

Its spin multiplicity is 1. The SMILES is O=CO.C. Its lowest unoccupied orbital energy is 0.7956 eV. The charge is 0. The value obtained for the relative energy (zero: lowest compared OMol25 entry of this formula, charge and spin) is 4.4 kcal/mol. As for the gap between HOMO and LUMO: 11.841 eV. As for the electronic energy: -6266.062 eV.

Geometry (Å):
C (-1.5069, 0.3720, -2.5105)
H (-2.0437, 1.1900, -2.0165)
H (-0.8412, 0.8179, -3.2466)
H (-2.1873, -0.3642, -2.9179)
H (-0.8876, -0.0121, -1.6979)
O (1.2454, 0.0757, 0.1177)
C (0.7714, -0.5669, 1.0085)
O (-0.0348, -0.0143, 1.9266)
H (0.8319, -1.6577, 1.0049)
H (-0.3332, 0.8060, 1.5602)

Atoms 1-3, force components in eV/Å:
0.3 0.8 0.9
-0.3 -0.1 -0.4
-0.1 -0.2 -0.2

Atom charges from the natural (NBO) analysis, given in e for atoms 1 to 6: number 1, C, carries -0.85; number 2, H, carries 0.21; number 3, H, carries 0.22; number 4, H, carries 0.21; number 5, H, carries 0.21; number 6, O, carries -0.58

=====

Entry 5:
The following is a DFT calculation (ωB97M-V with the def2-TZVPD basis set) of a cluster of 2 separate species, C2H2BrP in total.

Its spin multiplicity is 1. Its lowest unoccupied orbital energy (alpha / beta) is -3.0915 / -1.8750 eV. The charge is 0. The value obtained for the relative energy (zero: lowest compared OMol25 entry of this formula, charge and spin) is 57.7 kcal/mol. As for the gap between HOMO and LUMO (alpha / beta): 4.530 / 7.102 eV. As for the electronic energy: -81433.463 eV.

Geometry (Å):
C (0.6881, -0.3001, 0.0248)
C (-0.5635, -0.6769, -0.1314)
P (0.5086, -0.9850, -1.5915)
Br (-0.1660, 2.7337, 0.3753)
H (1.1465, 0.0139, 0.9455)
H (-1.6137, -0.7856, 0.3773)

Atoms 1-3, force components in eV/Å:
0.1 0.5 1.1
-2.4 -0.9 -1.5
-1.2 0.6 1.9

In elementary charge units, the natural (NBO) charges are: number 1, C, carries -0.43; number 2, C, carries -0.33; number 3, P, carries 0.72; number 4, Br, carries -0.53; number 5, H, carries 0.28; number 6, H, carries 0.29

=====

Entry 6:
The following is a DFT calculation (ωB97M-V with the def2-TZVPD basis set) of a cluster of 4 separate species, C28H38F9O9S in total.

Its spin multiplicity is 1. Its lowest unoccupied orbital energy is -3.3650 eV. The charge is +1. As for the gap between HOMO and LUMO: 8.869 eV. As for the electronic energy: -83365.153 eV.

Geometry (Å):
C (0.6970, 1.9325, 1.8871)
C (-0.4148, 2.3760, 0.9533)
O (-0.6466, 1.7593, -0.0659)
O (-1.1783, 3.4602, 1.3049)
C (-0.7707, 4.6553, 0.6000)
C (0.3152, 5.3681, 1.3980)
C (0.9484, 6.5673, 0.6336)
C (2.4767, 6.4516, 0.5137)
C (2.9282, 5.6188, -0.6994)
C (3.1274, 4.1244, -0.3503)
S (4.5862, 3.4662, -1.2225)
C (5.2794, 2.0802, -0.2813)
C (6.6913, 2.3154, 0.3309)
O (7.5279, 1.4535, 0.1562)
C (6.9739, 3.5369, 1.1619)
C (7.1698, 4.7907, 0.6463)
C (7.3928, 5.8765, 1.4388)
C (7.4537, 5.7052, 2.7922)
C (7.2690, 4.4573, 3.3114)
C (7.0277, 3.3770, 2.5189)
H (1.6401, 2.2579, 1.4440)
H (0.7309, 0.8482, 1.9327)
H (0.5689, 2.3621, 2.8783)
H (-1.6534, 5.2831, 0.5202)
H (-0.4123, 4.3633, -0.3909)
H (-0.1162, 5.6771, 2.3492)
H (1.1344, 4.6892, 1.6521)
H (0.6886, 7.4582, 1.2050)
H (0.4850, 6.7080, -0.3462)
H (2.8481, 6.0399, 1.4560)
H (2.8674, 7.4671, 0.4464)
H (3.8526, 6.0640, -1.0806)
H (2.1929, 5.7276, -1.4946)
H (3.2100, 3.9910, 0.7249)
H (2.2886, 3.5736, -0.7728)
H (5.4420, 4.5111, -1.2020)
H (4.6061, 1.8754, 0.5550)
H (5.3159, 1.2181, -0.9419)
H (7.1639, 4.9543, -0.4277)
H (7.5141, 6.8401, 0.9683)
H (7.6579, 6.5712, 3.4045)
H (7.3176, 4.3223, 4.3832)
H (6.8881, 2.4214, 3.0060)
C (0.8050, -1.4253, -0.5895)
C (2.3131, -1.4924, -0.6720)
O (2.8610, -2.2927, 0.3889)
C (2.8732, -3.6085, 0.1784)
O (2.4746, -4.1624, -0.7986)
C (3.5259, -4.3190, 1.3722)
F (3.0925, -3.8217, 2.5368)
F (4.8569, -4.1644, 1.3347)
F (3.2636, -5.6182, 1.3609)
H (0.4896, -1.0725, 0.3923)
H (0.4097, -0.7505, -1.3474)
H (0.3585, -2.4083, -0.7357)
H (2.7389, -0.4951, -0.5439)
H (2.6450, -1.8646, -1.6411)
C (-2.1564, -6.2387, -0.4729)
C (-2.9923, -5.5924, -1.5563)
O (-4.0750, -4.8306, -0.9869)
C (-3.7814, -3.6027, -0.5910)
O (-2.7107, -3.0750, -0.6619)
C (-5.0441, -2.9144, -0.0553)
F (-5.7537, -3.7234, 0.7365)
F (-5.8408, -2.5388, -1.0655)
F (-4.7467, -1.8271, 0.6521)
H (-2.7834, -6.8429, 0.1833)
H (-1.3897, -6.8752, -0.9130)
H (-1.6679, -5.4863, 0.1468)
H (-3.4574, -6.3553, -2.1770)
H (-2.3881, -4.9643, -2.2095)
C (-8.8601, -3.8584, -2.3157)
C (-10.0506, -4.7450, -2.6090)
O (-9.6483, -6.1225, -2.7182)
C (-9.5298, -6.7859, -1.5750)
O (-9.7245, -6.3453, -0.4827)
C (-9.1409, -8.2438, -1.8583)
F (-8.1840, -8.3276, -2.7910)
F (-10.1993, -8.9347, -2.2998)
F (-8.6901, -8.8448, -0.7617)
H (-8.0818, -4.0032, -3.0661)
H (-9.1551, -2.8095, -2.3118)
H (-8.4232, -4.0980, -1.3461)
H (-10.4880, -4.4822, -3.5701)
H (-10.8298, -4.6328, -1.8563)

Atoms 1-3, force components in eV/Å:
-0.5 0.4 0.1
-0.6 -1.2 -1.1
0.4 0.9 0.9

Atom charges from the Löwdin analysis, given in e for atoms 1 to 6: number 1, C, carries 0.03; number 2, C, carries -0.50; number 3, O, carries 0.12; number 4, O, carries -0.02; number 5, C, carries -0.16; number 6, C, carries -0.16

=====

Entry 7:
The following is a DFT calculation (ωB97M-V with the def2-TZVPD basis set) of a cluster of 4 separate species, C25H53FIN2 in total.

Its spin multiplicity is 1. Its lowest unoccupied orbital energy is -4.2753 eV. The charge is +1. As for the gap between HOMO and LUMO: 8.403 eV. As for the electronic energy: -40568.712 eV.

Geometry (Å):
C (-2.9257, 1.4953, 1.2466)
C (-2.3593, 1.9237, 2.7242)
C (-0.7806, 1.5560, 2.9944)
I (0.0667, 3.2161, 4.1572)
C (0.0131, 1.2175, 1.6003)
N (0.0095, -0.2281, 1.1512)
C (0.7720, -0.2341, -0.1842)
N (1.2659, 1.1703, -0.5685)
F (1.9752, 1.5062, -1.7021)
C (0.8094, 2.1568, 0.5178)
C (0.9963, 3.7812, 0.6368)
H (-4.1123, 1.4102, 1.3448)
H (-2.5644, 0.4507, 0.8574)
H (-2.7500, 2.3781, 0.4657)
H (-3.0157, 1.4242, 3.5546)
H (-2.4503, 3.1053, 2.8047)
H (-0.7767, 0.6132, 3.7200)
H (-0.4401, -1.0650, 1.6140)
H (0.9324, -1.2148, -0.8334)
H (1.6549, 3.9774, 1.5991)
H (-0.0409, 4.3375, 0.8261)
H (1.5756, 4.1852, -0.2962)
C (-6.2874, 4.9519, -4.2459)
C (-5.3957, 3.7997, -3.8104)
C (-5.0005, 3.8682, -2.3331)
C (-4.1754, 5.0977, -1.9337)
C (-2.8645, 5.2825, -2.7046)
C (-1.8808, 4.1420, -2.4932)
H (-5.7821, 5.9160, -4.1411)
H (-6.5646, 4.8360, -5.2984)
H (-7.2073, 4.9772, -3.6541)
H (-4.5037, 3.7637, -4.4452)
H (-5.9327, 2.8588, -3.9829)
H (-4.4476, 2.9578, -2.0745)
H (-5.9109, 3.8501, -1.7206)
H (-3.9508, 5.0292, -0.8618)
H (-4.7836, 6.0002, -2.0548)
H (-2.3939, 6.2143, -2.3669)
H (-3.0613, 5.4075, -3.7730)
H (-1.6328, 4.0324, -1.4333)
H (-0.9532, 4.3399, -3.0397)
H (-2.2813, 3.1906, -2.8547)
C (6.0594, -3.3574, -4.5282)
C (6.6223, -2.8399, -3.2138)
C (5.6279, -2.9331, -2.0537)
C (4.3503, -2.1010, -2.2198)
C (4.5719, -0.6003, -2.4336)
C (5.2560, 0.0767, -1.2559)
H (5.1974, -2.7708, -4.8575)
H (6.8202, -3.2973, -5.3129)
H (5.7511, -4.4029, -4.4347)
H (6.9678, -1.8083, -3.3415)
H (7.5104, -3.4310, -2.9581)
H (6.1377, -2.6386, -1.1292)
H (5.3400, -3.9831, -1.9159)
H (3.7265, -2.2448, -1.3286)
H (3.7667, -2.4924, -3.0597)
H (3.5949, -0.1256, -2.5877)
H (5.1469, -0.4230, -3.3468)
H (4.6699, -0.0477, -0.3406)
H (5.3608, 1.1492, -1.4483)
H (6.2573, -0.3279, -1.0830)
C (1.4807, -3.1651, 3.9133)
C (-0.0280, -2.9986, 3.8201)
C (-0.7773, -3.6203, 5.0014)
C (-0.6179, -5.1384, 5.1504)
C (-1.0446, -5.9622, 3.9313)
C (-2.5215, -5.8164, 3.5985)
H (1.7726, -4.2187, 3.9000)
H (1.9663, -2.6760, 3.0630)
H (1.8663, -2.7107, 4.8309)
H (-0.3873, -3.4179, 2.8740)
H (-0.2591, -1.9268, 3.7877)
H (-1.8411, -3.3719, 4.9129)
H (-0.4346, -3.1449, 5.9293)
H (-1.2019, -5.4629, 6.0208)
H (0.4253, -5.3743, 5.3853)
H (-0.8381, -7.0194, 4.1397)
H (-0.4412, -5.6977, 3.0584)
H (-3.1438, -6.1237, 4.4442)
H (-2.7776, -6.4481, 2.7420)
H (-2.7772, -4.7855, 3.3377)

Atoms 1-3, force components in eV/Å:
-1.3 0.5 0.2
-0.2 0.7 -0.6
-0.8 -1.2 -0.8

Atom charges from the Löwdin analysis, given in e for atoms 1 to 6: number 1, C, carries -0.13; number 2, C, carries -0.30; number 3, C, carries -0.66; number 4, I, carries 0.86; number 5, C, carries -0.12; number 6, N, carries 0.10

=====

Entry 8:
The following is a DFT calculation (ωB97M-V with the def2-TZVPD basis set) of a structure of composition C18H20CuN2O6PS2.

Its spin multiplicity is 1. Its lowest unoccupied orbital energy (alpha / beta) is 4.6705 / 4.6705 eV. The charge is -2. As for the gap between HOMO and LUMO (alpha / beta): 5.496 / 5.494 eV. As for the electronic energy: -109856.830 eV.

Geometry (Å):
Cu (-0.5702, 1.1878, 0.6681)
O (0.5867, 0.5952, 4.3287)
C (0.4681, 0.9893, 3.1631)
O (-0.6600, 1.4535, 2.6910)
C (1.6631, 0.9426, 2.2623)
C (2.9137, 0.5830, 2.8052)
C (3.9986, 0.3667, 2.0503)
C (3.7634, 0.5567, 0.6405)
C (4.7065, 0.0202, -0.3021)
C (4.5891, 0.2833, -1.6691)
C (3.3948, 0.9417, -2.0827)
C (2.4702, 1.4297, -1.2301)
C (2.5030, 1.1320, 0.1547)
N (1.4064, 1.2691, 0.9917)
H (2.9352, 0.3767, 3.8822)
H (4.9871, 0.0800, 2.4737)
H (5.4244, -0.6412, 0.1741)
H (5.4373, 0.0538, -2.3772)
H (3.2287, 1.1798, -3.1888)
H (1.6251, 2.0446, -1.6951)
S (-3.2515, -2.8739, -0.4314)
C (-1.5825, -3.0417, -0.5499)
N (-0.9273, -2.9184, -1.7291)
C (0.3599, -3.1562, -1.8301)
C (1.0541, -3.8906, -0.8687)
C (0.4225, -4.0450, 0.3506)
C (-0.8246, -3.5156, 0.5143)
H (-1.7050, -1.4771, -2.7167)
H (0.9242, -2.9156, -2.7109)
H (2.0692, -4.2470, -0.9030)
H (0.9099, -4.5661, 1.1679)
H (-1.2915, -3.7414, 1.4929)
C (-3.2791, 2.9128, 1.6606)
P (-2.8650, 1.7005, 0.3895)
C (-3.9402, 0.2104, 0.7365)
C (-3.6480, 2.3918, -1.1388)
H (-4.3400, 3.1590, 1.5955)
H (-2.7205, 3.8317, 1.4583)
H (-2.8787, 2.6032, 2.6820)
H (-4.7855, 0.5713, 1.3585)
H (-3.3753, -0.5240, 1.3122)
H (-4.2069, -0.3149, -0.2254)
H (-4.4861, 2.9266, -0.7804)
H (-3.8326, 1.5814, -1.8243)
H (-2.9361, 3.0612, -1.5796)
O (-1.0974, 1.7564, -2.3042)
S (-0.6808, 0.3449, -2.2473)
O (0.4913, -0.0361, -3.0751)
O (-0.4588, -0.1228, -0.8054)
O (-1.9888, -0.5090, -2.7391)

Atoms 1-3, force components in eV/Å:
-1.1 0.5 -0.3
0.8 -0.1 0.0
-3.2 0.7 1.1

Atom charges from the natural (NBO) analysis, given in e for atoms 1 to 6: number 1, Cu, carries 0.84; number 2, O, carries -0.70; number 3, C, carries 0.71; number 4, O, carries -0.83; number 5, C, carries 0.12; number 6, C, carries -0.23

=====

Largest force on an atom values (in eV Å⁻¹) by entry order: 4.780; 3.497; 3.692; 1.854; 2.944; 1.837; 7.847; 3.465.